1.
The following is a DFT calculation (the ωB97M-V functional and the def2-TZVPD basis) of 2 unconnected molecules or ions with the total composition C9H14O in a non-equilibrium geometry.

Cartesian coordinates (Å):
C  -0.8453  -0.4952  -3.4467
C  0.2911  0.6313  0.0621
C  0.3427  0.0639  -1.2054
C  -0.9329  0.9737  0.5732
C  -0.7571  0.1276  -2.1010
C  -1.9801  1.1553  -0.3597
C  -1.8994  0.5856  -1.6489
O  -1.0594  1.1441  1.9831
H  1.2570  0.4614  0.6836
H  1.2560  -0.4942  -1.4543
H  -0.2135  1.5969  2.3186
H  -3.0522  1.5286  -0.0581
H  -1.8914  -0.9096  -3.6711
H  -0.2213  -1.4555  -3.2989
H  -2.8479  0.7941  -2.2907
H  -0.4921  0.1411  -4.2408
C  2.2525  -2.2016  2.6799
C  3.1940  -1.0668  2.3079
H  3.0305  -3.0537  2.6699
H  1.8593  -2.0721  3.6492
H  1.5017  -2.2583  1.9677
H  3.6711  -0.5050  3.1970
H  4.0627  -1.2662  1.6511
H  2.5624  -0.3027  1.8436

* HOMO-LUMO gap (spin up / spin down): 9.96 / 6.01 eV
* strongest force on any atom: 7.17 eV/A
* 2S+1: 2
* relative energy (zero: lowest compared OMol25 entry of this formula, charge and spin): 57.7 kcal per mole
* total charge: +1

***

2.
The following is a DFT calculation (the ωB97M-V functional and the def2-TZVPD basis) of a gas-phase ion, C6H7N2OS (charge +1) in a non-equilibrium geometry.

Cartesian coordinates (Å):
C  1.7285  -1.2305  0.8263
C  2.0840  -1.8238  2.0251
C  -0.1123  0.0564  -0.1718
C  -0.3374  -0.9990  1.9604
C  -1.9835  -1.3558  -1.1256
C  -0.8469  1.3337  0.2915
N  -1.1300  -0.6676  -0.8790
N  0.4188  -0.7174  0.8799
O  -2.8839  -1.9503  -1.6702
S  0.7425  -1.8796  3.0416
H  2.3789  -0.9105  0.0399
H  3.0640  -2.4228  2.1108
H  0.6254  0.3234  -0.8088
H  -1.2649  1.7586  -0.6554
H  -0.3919  1.9367  1.0871
H  -1.6663  0.8777  0.7237
H  -3.6103  -2.0788  -1.0682

* HOMO-LUMO gap: 8.57 eV
* strongest force on any atom: 3.44 eV/A
* relative energy (zero: lowest compared OMol25 entry of this formula, charge and spin): 88.0 kcal per mole
* total charge: +1

***

3.
The following is a DFT calculation (the ωB97M-V functional and the def2-TZVPD basis) of a molecular structure, ClCuF4N2O8S4 in a non-equilibrium geometry.

Cartesian coordinates (Å):
Cu  0.1370  -0.3206  -1.5112
Cl  0.5714  -0.8109  -3.9896
N  0.6936  -1.8663  0.0306
S  -0.5668  -2.7032  0.7307
O  -1.0730  -2.2400  1.9981
O  -0.5643  -4.1175  0.5066
F  -1.6481  -2.2074  -0.3143
S  1.7243  -1.9261  1.2113
O  1.8511  -3.1873  1.9068
O  1.8540  -0.7251  1.9868
F  3.0656  -1.8955  0.3228
N  -0.4370  1.5921  -0.6817
S  -1.8399  2.5032  -0.8144
O  -1.6809  3.8753  -1.1727
O  -2.7824  2.0997  0.1857
F  -2.4899  1.8853  -2.1441
S  0.4439  2.4217  0.2553
O  0.0986  2.2833  1.6422
O  0.8235  3.7328  -0.1904
F  1.8194  1.6067  0.0415

* HOMO-LUMO gap: 8.18 eV
* strongest force on any atom: 5.14 eV/A
* relative energy (zero: lowest compared OMol25 entry of this formula, charge and spin): 5.5 kcal per mole
* total charge: -2

***

4.
The following is a DFT calculation (the ωB97M-V functional and the def2-TZVPD basis) of a gas-phase ion, C5H8IN2 (charge +1) in a non-equilibrium geometry.

Cartesian coordinates (Å):
C  0.4733  1.2355  1.9069
C  0.2990  -0.1649  1.5530
C  0.2343  2.1936  1.0471
C  -0.5310  0.2224  -1.9620
C  -0.0459  -1.8439  -0.0756
N  -0.0413  0.4325  -0.6433
N  -0.0616  -0.4713  0.2773
I  0.1702  3.8899  0.0396
H  0.9108  1.5409  2.9612
H  0.6299  -0.7857  2.3450
H  -1.5693  -0.2118  -2.1216
H  -0.7626  1.1614  -2.2521
H  0.3696  -0.2466  -2.5356
H  -0.3410  -2.0876  -1.1149
H  0.9532  -2.3187  -0.0071
H  -0.6877  -2.5457  0.5822

* HOMO-LUMO gap (spin up / spin down): 6.86 / 6.87 eV
* strongest force on any atom: 4.91 eV/A
* relative energy (zero: lowest compared OMol25 entry of this formula, charge and spin): 129.2 kcal per mole
* total charge: +1